(1)
ORCA calculation (wB97M-V/def2-TZVPD) on a molecular structure, C19H22OS2.

- max |F| (eV Å⁻¹) = 3.145
- DFT total energy (eV) = -43776.6667

Geometry (Å):
C 3.9188 0.3581 -2.5456
C 3.2865 1.5954 -1.8942
C 4.4061 2.4257 -1.2583
C 2.6210 2.4406 -2.9887
C 2.2204 1.1579 -0.8786
C 2.2547 1.5045 0.4765
C 1.2561 1.1067 1.3432
C 0.1452 0.3257 0.8978
O -0.7292 -0.0564 1.7786
C 0.1244 -0.0321 -0.4842
C 1.1466 0.3782 -1.3283
H 3.1651 -0.2709 -3.0285
H 4.6474 0.6663 -3.3051
H 4.4442 -0.2413 -1.7925
H 4.0181 3.3464 -0.8066
H 4.9481 1.8528 -0.4962
H 5.1281 2.7137 -2.0347
H 2.1981 3.3561 -2.5582
H 3.3619 2.7289 -3.7436
H 1.8185 1.8884 -3.4873
H 3.0833 2.0991 0.8629
H 1.2998 1.3672 2.3962
H -0.6866 -0.6546 -0.8478
H 1.1081 0.0868 -2.3789
C -2.1364 -4.4715 -0.1322
C -3.0473 -3.5527 -0.6645
C -3.2030 -2.2934 -0.0650
C -2.4557 -1.9770 1.0677
C -2.5493 -0.6192 1.6930
S -2.8992 -0.6805 3.4123
C -3.8604 0.8310 3.5264
C -4.2092 1.4308 2.1714
S -3.4147 0.5955 0.7988
C -1.5820 -2.9041 1.6260
C -1.4000 -4.1478 1.0153
H -1.9930 -5.4443 -0.6119
H -3.6384 -3.8028 -1.5479
H -3.8976 -1.5598 -0.4779
H -4.7684 0.5779 4.0871
H -3.2629 1.5127 4.1426
H -5.2876 1.3544 1.9898
H -3.8972 2.4811 2.1264
H -1.0018 -2.6232 2.5071
H -0.6808 -4.8505 1.4379

***

(2)
ORCA calculation (wB97M-V/def2-TZVPD) on a molecular structure, C40H37CdF9N5O.

- max |F| (eV Å⁻¹) = 0.557
- net charge = -1
- DFT total energy (eV) = -80601.7462

Geometry (Å):
Cd 0.6431 -0.2069 0.8607
C -2.5497 -2.5423 2.7227
C -1.3727 -2.5932 3.7066
N -0.0589 -2.7367 3.0804
C 0.3546 -4.1114 2.8660
C -0.4444 -4.8417 1.7921
C 0.9762 -1.9847 3.7743
C 2.2991 -1.8261 2.9860
N 2.0771 -1.7036 1.5597
C 2.9425 -2.2772 0.6924
C 2.4968 -2.6566 -0.5972
F 1.1953 -2.4544 -0.8846
C 3.2916 -3.2585 -1.5367
F 2.7504 -3.6153 -2.7135
C 4.6208 -3.5463 -1.2860
C 5.0888 -3.1938 -0.0388
F 6.3789 -3.4243 0.2610
C 4.2996 -2.5896 0.9160
F 4.8898 -2.2259 2.0724
H -3.3832 -1.9818 3.1576
H -2.2366 -2.0272 1.8143
H -2.9143 -3.5350 2.4502
H -1.3689 -1.6573 4.2626
H -1.5370 -3.3978 4.4432
H 1.3988 -4.0942 2.5499
H 0.3113 -4.6801 3.8131
H -0.5424 -4.2050 0.9085
H 0.0773 -5.7587 1.5049
H -1.4413 -5.1227 2.1374
H 0.5660 -0.9985 3.9891
H 1.2260 -2.4488 4.7451
H 2.8165 -0.9549 3.4044
H 2.9348 -2.6858 3.1955
H 5.2556 -4.0142 -2.0262
C -1.8956 3.8333 -1.0476
C -2.9600 3.4233 -2.0389
C -4.0469 4.2598 -2.2919
C -5.0016 3.9557 -3.2504
C -4.8804 2.7887 -3.9943
C -3.8266 1.9267 -3.7426
C -2.8789 2.2263 -2.7655
N -1.8006 1.3346 -2.5563
C -1.4828 0.7044 -1.3676
N -2.4259 0.8474 -0.3925
C -2.3134 0.9578 1.0324
C -1.1418 0.6783 1.7286
C -1.1550 1.0132 3.0885
C -2.2819 1.5005 3.7387
C -3.4554 1.6702 3.0182
C -3.4856 1.4173 1.6546
C -4.7612 1.6342 0.8739
N -0.4019 0.0111 -1.2618
C 0.4622 -0.0592 -2.3868
C 1.5473 0.8086 -2.4755
C 2.4333 0.7166 -3.5387
C 2.2324 -0.2398 -4.5247
C 1.1501 -1.1056 -4.4306
C 0.2547 -1.0367 -3.3670
C -0.8825 -2.0180 -3.2257
H -1.7669 4.9161 -1.0674
H -0.9341 3.3666 -1.2666
H -2.1536 3.5523 -0.0215
H -4.1243 5.1872 -1.7336
H -5.8283 4.6333 -3.4269
H -5.6081 2.5444 -4.7583
H -3.7256 1.0017 -4.3028
H -1.3418 0.9524 -3.3681
H -3.2623 1.2775 -0.7437
H -0.2470 0.9029 3.6690
H -2.2506 1.7401 4.7969
H -4.3560 2.0233 3.5121
H -5.5804 1.8627 1.5555
H -5.0455 0.7429 0.3026
H -4.6859 2.4695 0.1657
H 1.6815 1.5461 -1.6899
H 3.2815 1.3886 -3.5904
H 2.9254 -0.3264 -5.3532
H 1.0081 -1.8743 -5.1850
H -0.7789 -2.8318 -3.9448
H -1.8587 -1.5457 -3.3844
H -0.8913 -2.4393 -2.2180
F 6.5079 4.0877 0.2278
C 5.2593 3.5909 0.3207
C 5.0102 2.2521 0.0991
F 6.0237 1.4378 -0.2184
C 3.7276 1.7606 0.1987
F 3.5361 0.4499 -0.0355
C 2.5927 2.5478 0.5221
O 1.3892 2.0929 0.5949
C 2.9142 3.9084 0.7371
F 1.9236 4.7612 1.0467
C 4.1947 4.4092 0.6405
F 4.4203 5.7133 0.8590

***

(3)
ORCA calculation (wB97M-V/def2-TZVPD) on C5H6O in the gas phase.

- max |F| (eV Å⁻¹) = 3.581
- DFT total energy (eV) = -7325.1970
- SMILES string = C=C=CCC=O

Geometry (Å):
C -1.3292 -0.7203 2.1255
C -0.3737 -0.7211 1.2531
C 0.1953 -0.6317 0.0877
C 0.4789 0.7395 -0.4197
C 0.7320 0.7467 -1.8970
O 0.7069 -0.2419 -2.5909
H -1.7020 -1.3257 1.1494
H -1.1439 -0.6666 3.2168
H 0.4281 -1.5012 -0.5077
H -0.3289 1.4483 -0.1783
H 1.3706 1.1338 0.0873
H 0.9659 1.7402 -2.3261